# 1
C5H10N3S2 | ωB97M-V/def2-TZVPD

The geometry in XYZ format:
```
20
Properties=species:S:1:pos:R:3:mulliken_charge:R:1
C -0.097 1.536 -2.941 -0.791
C -1.145 1.084 -1.762 -0.257
S -1.210 -0.823 -1.743 -0.058
C -1.527 -1.217 0.075 -0.658
C -0.309 -0.716 1.050 0.205
N -0.141 0.491 1.946 0.172
N 1.093 0.473 2.621 -0.474
C 1.747 -0.815 2.150 0.356
S 3.460 -1.382 2.770 -0.169
N 0.922 -1.589 1.146 -0.119
H 0.873 1.999 -2.425 0.245
H -0.671 2.336 -3.607 0.256
H 0.200 0.577 -3.585 0.267
H -0.779 1.488 -0.720 0.128
H -2.247 1.421 -2.029 0.353
H -1.559 -2.407 0.160 0.344
H -2.563 -0.751 0.438 0.343
H -0.884 1.218 2.028 0.322
H 3.751 -0.444 3.803 0.240
H 1.086 -2.480 0.625 0.295
```

Kohn-Sham gap   8.17 eV
2S+1   1
Highest occupied orbital energy   -12.64 eV
SMILES   CCSCc1[nH]nc(S)[nH+]1
Total charge   +1
Relative energy (zero: lowest compared OMol25 entry of this formula, charge and spin)   125.4 kcal/mol

# 2
C72H83BFN13O6 | ωB97M-V/def2-TZVPD

The geometry in XYZ format:
```
176
Properties=species:S:1:pos:R:3:mulliken_charge:R:1
C 3.928 -4.571 -1.691 -0.438
C 3.941 -5.733 -2.698 -0.514
C 3.610 -5.352 -4.147 -0.634
N 2.191 -5.468 -4.489 -0.297
C 1.315 -4.483 -3.992 0.070
F 1.046 -4.766 -2.667 -0.050
O 0.082 -4.583 -4.699 -0.433
C -0.501 -3.353 -4.809 -0.784
O -1.498 -3.184 -5.462 -0.563
C 0.316 -2.337 -4.039 1.651
C -0.168 -2.117 -2.590 -1.303
B 0.331 -0.728 -2.021 0.723
O -0.131 0.491 -2.475 -0.209
O 1.232 -0.716 -0.979 -0.773
C 1.687 -2.987 -4.141 0.002
O 2.221 -2.900 -5.459 -0.546
C 2.335 -1.586 -5.996 -0.733
C 3.239 -0.658 -5.218 -0.322
O 2.572 -0.187 -4.057 0.164
C 3.417 0.547 -3.178 -0.636
C 4.175 -0.361 -2.217 -1.172
H 4.311 -3.658 -2.153 -0.092
H 2.940 -4.402 -1.263 0.097
H 4.593 -4.817 -0.864 0.344
H 3.259 -6.523 -2.375 0.270
H 4.952 -6.151 -2.694 0.346
H 4.017 -4.355 -4.359 0.184
H 4.129 -6.042 -4.815 0.553
H 2.042 -5.595 -5.478 0.354
H 0.280 -1.365 -4.525 0.700
H 0.150 -2.904 -1.914 0.230
H -1.265 -2.120 -2.599 0.159
H -0.313 0.514 -3.422 0.161
H 1.873 -0.005 -1.078 0.082
H 2.420 -2.633 -3.412 0.186
H 1.358 -1.113 -6.127 0.310
H 2.760 -1.711 -6.994 0.403
H 3.465 0.181 -5.883 0.157
H 4.184 -1.166 -4.985 0.362
H 4.132 1.126 -3.777 0.525
H 2.767 1.237 -2.635 0.291
H 3.519 -0.780 -1.452 0.316
H 4.647 -1.183 -2.760 0.284
H 4.964 0.206 -1.720 0.488
N 1.468 2.176 2.156 -0.415
C 0.749 1.742 1.119 -0.397
C -0.207 2.516 0.475 -0.592
C -0.436 3.802 0.939 -0.435
C 0.300 4.264 2.020 -0.357
C 1.238 3.414 2.584 -0.512
H 0.945 0.726 0.800 0.860
H -0.757 2.109 -0.363 0.427
H -1.183 4.433 0.473 0.501
H 0.149 5.256 2.424 0.516
H 1.830 3.738 3.434 0.455
N 5.988 -6.438 0.719 -0.442
C 6.503 -6.092 1.897 -0.187
C 6.180 -6.720 3.090 -0.453
C 5.268 -7.763 3.061 -0.189
C 4.722 -8.134 1.842 -0.660
C 5.114 -7.442 0.706 0.084
H 7.209 -5.269 1.881 0.360
H 6.630 -6.395 4.018 0.366
H 4.987 -8.277 3.971 0.392
H 4.006 -8.941 1.771 0.380
H 4.708 -7.702 -0.266 0.368
N -1.520 2.942 7.825 -0.530
C -0.202 2.842 7.664 -0.512
C 0.401 2.484 6.468 -0.444
C -0.408 2.228 5.373 0.375
C -1.782 2.323 5.524 -0.702
C -2.285 2.675 6.768 -0.352
H 0.397 3.074 8.539 0.363
H 1.479 2.427 6.393 0.450
H 0.024 1.958 4.419 0.534
H -2.450 2.132 4.696 0.447
H -3.355 2.761 6.926 0.371
N 1.054 7.188 6.227 -0.569
C 0.155 6.234 6.470 -0.263
C -1.196 6.481 6.667 -0.298
C -1.642 7.791 6.606 -0.389
C -0.719 8.795 6.356 -0.492
C 0.610 8.443 6.177 -0.420
H 0.538 5.222 6.500 0.509
H -1.876 5.663 6.859 0.389
H -2.691 8.025 6.751 0.742
H -1.023 9.832 6.302 0.451
H 1.360 9.202 5.980 0.372
N -5.210 8.525 6.699 -0.366
C -6.406 8.296 7.237 -0.376
C -7.596 8.394 6.531 -0.375
C -7.542 8.748 5.191 -0.317
C -6.303 8.986 4.619 -0.132
C -5.175 8.865 5.413 -0.155
H -6.409 8.021 8.286 0.365
H -8.539 8.196 7.021 0.371
H -8.448 8.833 4.605 0.378
H -6.197 9.266 3.580 0.245
H -4.191 9.045 4.993 0.310
N 0.115 -1.968 3.213 -0.398
C -0.359 -2.868 4.070 -0.546
C 0.009 -2.936 5.405 -0.210
C 0.917 -2.004 5.882 -0.326
C 1.424 -1.059 5.001 -0.592
C 0.995 -1.085 3.682 -0.187
H -1.064 -3.586 3.660 0.593
H -0.398 -3.712 6.035 0.344
H 1.235 -2.021 6.917 0.420
H 2.143 -0.317 5.324 0.486
H 1.369 -0.371 2.957 0.375
N -1.591 2.731 -4.905 -0.248
C -1.062 3.295 -3.821 0.004
C -1.241 4.627 -3.481 -0.793
C -2.017 5.418 -4.313 -0.229
C -2.577 4.845 -5.444 -0.413
C -2.336 3.502 -5.694 -0.346
H -0.460 2.637 -3.208 0.511
H -0.786 5.029 -2.586 0.405
H -2.184 6.463 -4.084 0.404
H -3.191 5.424 -6.120 0.378
H -2.761 3.018 -6.566 0.372
N 0.143 -5.949 6.923 -0.183
C 0.628 -6.134 8.148 -0.144
C 0.592 -7.355 8.804 -0.576
C 0.025 -8.439 8.150 -0.196
C -0.481 -8.259 6.873 -0.705
C -0.400 -6.996 6.307 -0.135
H 1.066 -5.263 8.624 0.349
H 1.001 -7.453 9.800 0.361
H -0.020 -9.409 8.630 0.374
H -0.930 -9.076 6.324 0.378
H -0.769 -6.789 5.307 0.490
N -1.325 -6.506 2.786 -0.326
C -2.154 -6.995 1.865 -0.373
C -1.812 -7.145 0.530 -0.589
C -0.543 -6.762 0.125 -0.029
C 0.329 -6.249 1.071 -0.832
C -0.108 -6.144 2.383 -0.066
H -3.141 -7.273 2.217 0.384
H -2.528 -7.547 -0.174 0.388
H -0.242 -6.854 -0.911 0.454
H 1.326 -5.928 0.800 0.500
H 0.545 -5.742 3.150 0.473
N -5.538 -3.370 -7.298 -0.525
C -4.219 -3.563 -7.301 -0.423
C -3.527 -4.095 -8.380 -0.318
C -4.239 -4.448 -9.515 -0.436
C -5.612 -4.253 -9.525 -0.303
C -6.208 -3.713 -8.396 -0.245
H -3.690 -3.282 -6.400 0.773
H -2.456 -4.229 -8.321 0.391
H -3.735 -4.868 -10.376 0.379
H -6.209 -4.515 -10.388 0.352
H -7.280 -3.545 -8.367 0.368
N -3.973 9.853 2.022 -0.395
C -2.649 9.728 1.954 -0.178
C -1.977 9.279 0.828 -0.595
C -2.720 8.942 -0.292 -0.107
C -4.098 9.065 -0.238 -0.528
C -4.673 9.523 0.938 -0.067
H -2.102 10.000 2.850 0.415
H -0.899 9.200 0.831 0.357
H -2.232 8.589 -1.192 0.432
H -4.719 8.813 -1.086 0.346
H -5.749 9.633 1.017 0.338
N 3.810 0.756 -8.352 -0.412
C 3.462 0.277 -9.544 -0.156
C 2.708 0.987 -10.467 -0.545
C 2.292 2.265 -10.134 -0.073
C 2.647 2.779 -8.898 -0.663
C 3.404 1.988 -8.048 0.015
H 3.804 -0.727 -9.770 0.378
H 2.456 0.545 -11.421 0.364
H 1.701 2.851 -10.826 0.375
H 2.344 3.771 -8.594 0.366
H 3.699 2.357 -7.072 0.359
```

Kohn-Sham gap   9.32 eV
2S+1   1
Highest occupied orbital energy   -9.04 eV
Total charge   0